(1)
The following is a quantum chemistry calculation of a cluster of 12 separate species, C42H64BBrIN12O6P2 in total, from the OMol25 dataset.

Structure (XYZ):
```
129
Properties=species:S:1:pos:R:3:lowdin_charge:R:1
C 1.58431 -2.70909 1.11966 0.15
C 1.14735 -2.86638 0.01007 -0.04
C 0.57378 -3.21175 -1.30227 -0.44
C 1.66592 -3.59583 -2.32891 -0.03
C 3.09384 -3.41622 -1.83970 -0.34
C 3.62239 -1.89326 -1.81470 0.02
O 4.07118 -3.14550 -2.70690 -0.08
O -0.17174 -2.17027 -1.87171 -0.27
P -1.87301 -2.14980 -1.55420 0.59
C -3.78735 -2.27712 -1.23699 -0.33
O -4.11620 -3.17294 -0.18875 -0.20
C -5.14162 -2.70547 0.64231 -0.29
C -5.71192 -3.86151 1.45981 -0.07
C -1.66938 -1.35001 0.18930 -0.26
C -0.75230 -0.14819 0.39736 -0.68
C -0.20475 -0.08681 1.83710 -0.18
Br -1.80378 1.52653 0.16321 0.68
C -1.97088 -0.51937 -2.52780 -0.32
C -0.85216 0.25522 -2.80304 -0.11
C -0.95991 1.43508 -3.51174 -0.18
N -2.10997 1.91365 -3.98459 0.04
C -3.17877 1.16115 -3.73824 -0.17
C -3.16354 -0.03655 -3.05591 -0.12
P -2.32416 -3.06365 -3.70043 0.46
O -0.84563 -3.23096 -4.47114 -0.46
I -3.05814 -5.40586 -3.41409 0.37
O -1.70511 -3.74686 -0.88057 -0.33
C -0.47748 -4.34148 -1.11422 -0.28
B -0.14722 -5.54614 -0.16593 -0.44
O 1.17242 -6.01096 -0.06642 0.12
C -1.24900 -6.31947 0.62156 -0.13
C -1.38154 -7.71974 -0.01980 -0.11
H 1.84492 -2.53878 2.13314 0.04
H 1.57429 -2.93443 -3.18174 0.13
H 1.57835 -4.64776 -2.61822 0.13
H 3.41153 -4.01742 -0.98291 0.15
H 4.03825 -2.10173 -0.78860 0.05
H 4.47330 -1.27180 -2.07705 0.10
H -4.27782 -2.63968 -2.15179 0.04
H -4.20180 -1.28378 -1.04964 0.08
H -4.76096 -1.93978 1.33146 0.11
H -5.93560 -2.22911 0.05582 0.11
H -5.57149 -3.68615 2.52598 0.07
H -6.78701 -3.94872 1.30090 0.06
H -5.23867 -4.81013 1.21907 0.06
H -2.63482 -1.08771 0.62059 0.06
H -1.26459 -2.14095 0.81511 0.08
H 0.07910 -0.14077 -0.29587 0.07
H -0.43499 0.87299 2.29089 0.01
H -0.68560 -0.83428 2.46455 0.08
H 0.87342 -0.17728 1.85602 0.02
H 0.12122 -0.04704 -2.45405 0.10
H -0.07387 2.02958 -3.69641 0.10
H -4.12485 1.53348 -4.10353 0.07
H -4.08660 -0.57561 -2.94020 0.06
H -0.77998 -2.48850 -5.07891 0.02
H -0.47756 -4.83981 -2.11411 0.09
H 1.50581 -6.32321 -0.91117 0.10
H -0.89204 -6.44427 1.64808 0.10
H -2.20821 -5.80931 0.61025 0.09
H -0.59159 -8.38891 0.31371 0.07
H -2.36328 -8.14818 0.16206 0.03
H -1.29218 -7.64800 -1.10808 0.06
C 1.17456 3.98651 0.71547 -0.09
C 1.75756 2.79352 1.30167 -0.27
N 2.22326 1.84963 1.75469 0.17
H 0.15545 4.12347 1.06737 0.04
H 1.76976 4.85218 0.99759 0.05
H 1.16106 3.88809 -0.36874 0.09
C -7.52163 2.05448 -2.57702 -0.07
C -6.83706 1.05739 -3.38657 -0.26
N -6.27811 0.28630 -4.02436 0.16
H -7.05227 2.11490 -1.59673 0.08
H -7.46072 3.02747 -3.06066 0.08
H -8.56775 1.77990 -2.45632 0.08
C 4.46824 3.62355 4.24970 -0.06
C 4.11206 4.94481 3.75942 -0.28
N 3.83364 5.98874 3.37382 0.15
H 4.86083 3.02158 3.43124 0.07
H 5.22412 3.71237 5.02801 0.08
H 3.58800 3.12959 4.66060 0.06
C 0.00202 3.84032 4.50964 -0.06
C 0.59279 2.64210 5.08981 -0.29
N 1.07851 1.70842 5.54538 0.13
H -1.01548 3.96665 4.87390 0.08
H 0.59134 4.71421 4.78224 0.08
H -0.01738 3.75391 3.42516 0.06
C 5.33627 -0.23580 2.14209 -0.07
C 6.68650 0.24325 1.88211 -0.29
N 7.74548 0.63339 1.67690 0.11
H 5.26709 -0.60177 3.16420 0.06
H 4.61863 0.57291 1.99909 0.05
H 5.09055 -1.04917 1.46159 0.07
C 3.78454 8.57422 1.40003 -0.10
C 3.44666 9.89713 0.89105 -0.29
N 3.16419 10.93261 0.48572 0.12
H 4.15953 7.95086 0.59002 0.07
H 4.54524 8.65254 2.17320 0.07
H 2.90527 8.09909 1.83004 0.05
C 7.18969 6.14233 0.13341 -0.07
C 6.26161 5.04854 0.38070 -0.28
N 5.54218 4.17820 0.57543 0.15
H 6.83068 7.04958 0.61612 0.07
H 8.16940 5.89051 0.53443 0.08
H 7.27832 6.31754 -0.93699 0.08
C -1.71952 2.61171 -7.41573 -0.07
C -0.65713 3.03331 -8.31814 -0.29
N 0.17597 3.36591 -9.03301 0.11
H -1.31163 2.31819 -6.44968 0.06
H -2.41773 3.43119 -7.25963 0.08
H -2.25388 1.76555 -7.84356 0.08
C -0.33047 8.73364 -0.18444 -0.06
C -0.06080 7.67950 0.78200 -0.26
N 0.16198 6.85217 1.54375 0.15
H -0.71337 8.30021 -1.10634 0.09
H -1.06818 9.42390 0.21936 0.09
H 0.58664 9.28060 -0.39949 0.07
C 5.08860 -3.17374 5.77384 -0.07
C 5.66332 -3.36274 4.44911 -0.29
N 6.10028 -3.51215 3.39987 0.14
H 4.35508 -2.36969 5.74791 0.08
H 4.59782 -4.08974 6.09633 0.08
H 5.87231 -2.91869 6.48443 0.08
C -7.26941 -7.48164 1.69586 -0.07
C -5.97428 -7.75856 1.09174 -0.27
N -4.96295 -8.01337 0.61664 0.16
H -8.02185 -8.12385 1.24205 0.08
H -7.22532 -7.68094 2.76492 0.08
H -7.54274 -6.43968 1.54068 0.07
```

2S+1: 1
Charge: -1
HOMO level, eV: -3.97
E_tot, a.u.: -6326.3547
HOMO-LUMO gap, Ha: 0.206
LUMO energy, eV: 1.64



(2)
The following is a quantum chemistry calculation of a structure of composition C37H35IN2O4PTa, from the OMol25 dataset.

Structure (XYZ):
```
81
Properties=species:S:1:pos:R:3:lowdin_charge:R:1
Ta 0.96919 -0.44934 1.13920 1.66
C 4.85008 -2.07031 0.02217 0.01
C 4.79755 -0.61965 -0.35077 -0.24
N 5.90380 -0.00593 -0.73110 0.16
C 5.88235 1.28172 -1.08598 -0.04
C 4.74593 2.07354 -1.05467 -0.11
C 4.80064 3.52739 -1.45189 -0.17
O 3.75891 3.82796 -2.37670 -0.05
C 3.56679 1.44553 -0.63929 -0.06
C 2.31405 2.15943 -0.50008 0.01
N 1.16457 1.74285 -0.05571 0.02
C 0.16117 2.76664 -0.14425 -0.35
C 0.08497 3.61354 -1.25119 -0.02
C -0.84785 4.63370 -1.30458 -0.04
C -1.75151 4.81613 -0.26737 -0.04
C -1.71953 3.96446 0.82506 -0.12
C -0.76794 2.96455 0.85748 -0.57
I -0.65419 1.70770 2.53325 1.28
C 3.60220 0.10099 -0.31625 -0.21
O 2.41747 -0.44634 -0.01495 -0.23
H 5.88908 -2.37013 0.12741 0.10
H 4.38916 -2.68739 -0.75155 0.09
H 4.32660 -2.25025 0.96319 0.08
H 6.83110 1.69692 -1.40464 0.13
H 5.78501 3.74232 -1.86605 0.13
H 4.67819 4.15672 -0.56445 0.14
H 4.13159 4.21896 -3.17180 0.11
H 2.37430 3.20193 -0.79477 0.12
H 0.75757 3.46127 -2.08682 0.13
H -0.87781 5.28198 -2.16948 0.13
H -2.48621 5.60810 -0.30797 0.13
H -2.42042 4.08497 1.64020 0.11
C -1.99252 -2.24080 2.99928 -0.06
C -2.78963 -2.73155 1.82240 -0.27
C -3.73787 -3.73410 2.02334 -0.02
C -4.56218 -4.16297 0.99926 -0.04
C -4.46729 -3.58352 -0.26066 -0.05
C -3.52569 -2.59913 -0.48586 -0.07
C -2.68067 -2.18307 0.54596 -0.31
P -1.43184 -0.95626 0.02989 1.03
C -2.37256 0.42307 -0.66860 -0.33
C -1.93559 0.98846 -1.87110 -0.11
C -2.67812 1.96969 -2.50078 -0.06
C -3.86544 2.40120 -1.92782 -0.04
C -4.27375 1.87779 -0.71328 -0.03
C -3.54250 0.89360 -0.05212 -0.27
C -4.06522 0.39924 1.27241 -0.04
C -0.54358 -1.83419 -1.28504 -0.32
C -0.89694 -1.91679 -2.63080 -0.07
C -0.14704 -2.70238 -3.48843 -0.04
C 0.94854 -3.41079 -3.00713 -0.03
C 1.28480 -3.35416 -1.66416 -0.02
C 0.53063 -2.58760 -0.78512 -0.32
C 0.82100 -2.52329 0.69311 -0.25
H -2.63041 -2.17351 3.88069 0.10
H -1.57738 -1.24877 2.81782 -0.01
H -1.17413 -2.91817 3.24828 0.09
H -3.83993 -4.16716 3.01087 0.13
H -5.29264 -4.93867 1.18511 0.12
H -5.12143 -3.89893 -1.06178 0.12
H -3.45205 -2.14987 -1.46831 0.11
H -1.00781 0.65584 -2.31917 0.10
H -2.33714 2.38977 -3.43786 0.12
H -4.46722 3.15330 -2.42054 0.12
H -5.18785 2.23656 -0.25561 0.13
H -4.55164 1.21784 1.80267 0.09
H -3.28350 0.00180 1.91708 0.02
H -4.80676 -0.38948 1.12903 0.10
H -1.74909 -1.36998 -3.01024 0.11
H -0.41656 -2.76837 -4.53369 0.12
H 1.53127 -4.02305 -3.68203 0.12
H 2.11837 -3.93580 -1.28977 0.12
H 1.84960 -2.86836 0.88263 0.08
H 0.16122 -3.14720 1.29901 0.08
C 2.29788 -0.46224 4.89562 0.07
C 1.83690 -0.47581 3.49445 -0.64
O 2.44603 0.13327 2.55214 -0.09
O 0.77135 -1.09183 3.12644 -0.20
H 3.29051 -0.03093 4.97333 0.11
H 2.26950 -1.47579 5.29510 0.12
H 1.58959 0.13315 5.47834 0.12
```

2S+1: 1
Charge: +2
ΔE to the lowest compared entry with this formula, charge and spin, kcal/mol: 12.61
HOMO level, eV: -13.93
E_tot, a.u.: -2537.0748
HOMO-LUMO gap, Ha: 0.266
LUMO energy, eV: -6.69



(3)
The following is a quantum chemistry calculation of the molecule C2H3ClO, from the OMol25 dataset.

Structure (XYZ):
```
7
Properties=species:S:1:pos:R:3:lowdin_charge:R:1
C 0.20254 -0.07730 -0.10056 -0.05
C 1.47160 -0.74273 -0.36301 -0.56
O 1.94688 -1.65906 -0.87055 0.13
Cl 3.00969 0.41555 0.52597 0.22
H -0.64350 -0.65899 -0.33029 0.08
H 0.28480 0.15772 0.95649 0.09
H 0.25511 0.88574 -0.54934 0.09
```

SMILES: CC(=O)Cl
2S+1: 1
ΔE to the lowest compared entry with this formula, charge and spin, kcal/mol: 7.98
HOMO level, eV: -10.37
E_tot, a.u.: -613.4246
HOMO-LUMO gap, Ha: 0.402
LUMO energy, eV: 0.57